DFT (ωB97M-V/def2-TZVPD) results for a molecular structure, C52H67BaN2O2P3SSi.

Summary:
Total energy   -4018.9509 a.u.
Orbital gap   5.9 eV
Lowest unoccupied orbital energy   -0.103 eV
Net charge   0
HOMO level   -6.0 eV

```
129
Properties=species:S:1:pos:R:3:forces:R:3
Ba -1.20484 -0.68158 0.01521 3.3908 -0.2728 0.8478
C 2.34330 0.48865 -4.58159 0.1757 0.1837 0.0549
C 1.79677 -0.20418 -3.33231 0.0758 -0.1274 -0.2613
C 2.13258 -1.70173 -3.31805 0.1331 -0.0119 -0.1984
P 0.02432 0.06553 -2.89699 0.0049 -0.0888 0.2509
C -1.04704 -0.43506 -4.33882 0.0328 -0.1271 -0.0979
C -0.50002 -0.29604 -5.75890 0.0066 -0.0632 -0.1460
C -1.57216 -1.86480 -4.11974 0.1867 -0.0135 -0.2650
C -0.23736 1.87742 -2.70611 -0.1244 0.1277 -0.1937
C -0.86615 2.59756 -3.73347 -0.0749 0.1139 0.1976
C -1.38900 3.86792 -3.51526 0.1038 -0.1661 0.0586
C -1.31617 4.42335 -2.24366 0.0769 -0.1688 0.0287
C -0.64363 3.73901 -1.23698 -0.0437 -0.0948 -0.0264
C -0.03881 2.48356 -1.43883 -0.0532 0.3594 -0.0009
Si 1.11281 1.63418 -0.12779 0.2232 -0.3861 0.6343
C 2.81401 2.58784 -0.37611 0.6413 0.3395 -0.1234
C 2.71354 3.88006 -0.94707 -0.0979 -0.3694 -0.0575
C 3.73824 4.81003 -0.93720 0.0324 0.1607 -0.0617
C 4.94050 4.49650 -0.31966 0.0389 0.1422 -0.0355
C 5.11775 3.21991 0.17863 -0.0827 -0.2961 0.0250
C 4.11449 2.23193 0.12176 -0.4495 0.6050 -0.3393
P 4.65418 0.50410 0.48870 -0.3414 0.0969 0.1549
C 5.76869 0.79507 1.95887 -0.1075 -0.0804 0.1734
C 4.97239 1.49910 3.06851 0.0098 -0.1796 0.1268
C 6.34843 -0.53086 2.46435 0.2945 0.1154 -0.1273
C 5.87623 0.23283 -0.92622 -0.0551 0.0624 -0.1910
C 5.36092 0.87891 -2.22273 -0.0477 -0.0415 -0.0205
C 7.33203 0.63897 -0.71248 0.1744 0.2422 -0.0217
C 0.76669 2.54177 1.62636 0.2626 0.1749 0.1007
C 1.05077 3.92005 1.73615 0.0935 -0.0981 -0.0526
C 1.35350 4.54759 2.93610 0.0053 -0.0404 0.0801
C 1.42925 3.79896 4.10738 -0.0240 -0.0206 -0.1233
C 1.08616 2.45669 4.05821 0.0059 0.0951 -0.1193
C 0.69533 1.83985 2.85986 0.0242 0.0262 -0.0829
P -0.13375 0.19924 2.99941 -0.0509 0.3048 -0.3671
C -1.55104 0.54546 4.15280 -0.0728 0.1192 -0.0386
C -1.28258 1.08315 5.55822 -0.0400 0.0711 0.1206
C -2.54271 1.46436 3.42167 -0.0311 0.0301 0.0755
C 1.00358 -0.93650 3.90345 -0.1406 -0.1852 0.0930
C 0.22931 -1.96774 4.73013 -0.0149 -0.1516 0.0110
C 1.84123 -1.66990 2.85829 0.1078 -0.1191 -0.0829
H 3.44196 0.49451 -4.55367 -0.1980 0.0164 0.0299
H 2.00668 1.53127 -4.64886 0.0620 -0.1766 0.0361
H 2.04895 -0.02610 -5.49417 0.0407 0.0167 0.0356
H 2.27344 0.24424 -2.46169 0.0974 0.0857 0.1834
H 1.63509 -2.23781 -4.13858 0.0993 0.1292 0.1234
H 1.83561 -2.17695 -2.38067 -0.0203 0.0569 0.0150
H 3.21705 -1.84685 -3.43781 -0.2495 0.0473 0.0143
H -1.89880 0.23831 -4.23601 -0.1345 0.0775 0.0323
H 0.26993 -1.04995 -5.95420 -0.1011 0.0862 0.0360
H -0.06421 0.68357 -5.96344 -0.0577 -0.0813 0.0206
H -1.30331 -0.46914 -6.48417 0.0444 0.0208 0.0642
H -0.75968 -2.60005 -4.17839 -0.0844 0.1129 0.0181
H -2.30078 -2.12510 -4.90074 0.1143 0.0666 0.1418
H -2.05092 -1.97106 -3.15113 -0.1049 -0.0155 0.1281
H -0.98066 2.15532 -4.71580 0.0000 0.0269 0.0431
H -1.87235 4.40046 -4.32676 0.0182 -0.0206 0.0424
H -1.76617 5.38966 -2.03856 0.0333 -0.0749 -0.0151
H -0.59248 4.19720 -0.25120 0.0191 -0.0917 -0.1895
H 1.77560 4.17020 -1.41947 0.2024 -0.0382 0.1392
H 3.58581 5.78876 -1.39360 0.0409 -0.2073 0.1058
H 5.74403 5.22705 -0.25610 -0.1162 -0.1098 -0.0134
H 6.08327 2.96607 0.61527 -0.2395 0.1164 -0.1408
H 6.60340 1.43320 1.66694 0.0419 0.0149 0.0516
H 4.00586 1.00541 3.23912 0.1173 0.0105 -0.0262
H 4.75684 2.53794 2.82065 -0.0028 -0.0154 -0.0204
H 5.52811 1.47795 4.01778 -0.0809 0.0067 -0.2166
H 5.55999 -1.22290 2.73277 -0.2792 -0.1769 0.1084
H 6.96695 -0.36183 3.35647 -0.0909 -0.0167 -0.1703
H 6.97443 -1.03171 1.71395 -0.1386 0.1202 0.1288
H 5.84383 -0.85079 -1.07329 0.0362 -0.0371 0.0379
H 5.51886 1.96234 -2.20845 -0.0215 -0.1290 0.0215
H 4.28874 0.71825 -2.37820 0.1763 -0.0385 0.0571
H 5.90131 0.47072 -3.08612 -0.0688 0.0303 0.1114
H 7.42521 1.72597 -0.57467 -0.0159 -0.2577 -0.0520
H 7.91687 0.38084 -1.60616 -0.0894 0.0332 0.1415
H 7.80618 0.14901 0.14208 -0.0943 0.0417 -0.1038
H 1.11150 4.52612 0.83269 0.0134 -0.1666 0.2410
H 1.58243 5.61122 2.94635 -0.0324 -0.1541 0.0083
H 1.73704 4.25559 5.04377 -0.0386 -0.0512 -0.1063
H 1.11725 1.87268 4.97059 0.0045 0.0487 -0.0365
H -2.01718 -0.43987 4.24592 -0.0410 -0.0435 0.0272
H -1.04169 2.14757 5.52730 -0.0245 -0.0645 -0.0073
H -0.46608 0.57244 6.07726 -0.0796 0.0146 -0.0683
H -2.18785 0.97397 6.16856 0.1132 -0.0074 -0.0786
H -2.06552 2.41026 3.14518 -0.0105 -0.0655 0.0256
H -3.38847 1.70194 4.07867 0.1032 -0.0652 -0.1027
H -2.95146 1.00966 2.51425 0.0405 0.0167 0.0652
H 1.65735 -0.36468 4.55900 0.1091 0.1244 0.1142
H -0.50188 -2.49792 4.10409 0.0954 0.0739 0.0609
H -0.31030 -1.53408 5.57348 0.0628 -0.0129 -0.0695
H 0.92144 -2.72352 5.12315 -0.0994 0.1279 -0.0507
H 1.20317 -2.37006 2.30445 0.0133 0.0439 0.0102
H 2.62122 -2.26469 3.34050 0.0357 0.0298 -0.0104
H 2.30903 -1.00834 2.12800 0.0524 0.0965 0.0130
C -8.65158 0.87234 -4.24812 0.0311 0.0571 0.1716
C -7.49211 0.61329 -3.31512 0.0384 -0.0060 0.0420
C -7.71235 0.40374 -1.95136 0.0244 0.0390 -0.2249
C -6.66152 0.14394 -1.08776 0.1751 0.0314 -0.1038
C -5.36556 0.08976 -1.58946 -0.1050 0.0625 -0.1479
C -5.11419 0.30180 -2.94249 0.0808 -0.0165 -0.0064
C -6.17992 0.56269 -3.79444 -0.0268 0.0085 0.0031
S -4.03500 -0.26218 -0.48099 -1.1044 0.1291 -0.3124
O -4.59218 -0.28856 0.85212 -0.0177 -0.0559 0.0426
O -3.01512 0.77958 -0.69981 -0.9878 0.1646 -0.3123
N -3.31014 -1.60039 -0.88718 -1.0209 -0.4272 -0.2276
C -3.78029 -2.86060 -0.49481 -0.1873 0.3355 -0.2782
C -5.12570 -3.16171 -0.39652 0.3030 -0.4828 0.1574
C -5.56741 -4.45322 -0.02876 -0.0760 0.4331 -0.1055
C -4.67263 -5.43944 0.22951 0.3064 -0.2599 0.0426
C -3.28378 -5.16787 0.13287 0.4289 -0.1959 -0.0861
C -2.31102 -6.16396 0.38929 0.1969 0.0493 0.0112
C -0.97843 -5.86078 0.30698 -0.1011 0.0752 -0.0319
C -0.60040 -4.53955 -0.02096 -0.1339 -0.1121 0.0200
N -1.45854 -3.57962 -0.27658 -0.4762 -0.1180 0.0431
C -2.79622 -3.88740 -0.22961 -0.6941 0.2910 0.1520
H -9.40094 1.51790 -3.77962 0.1155 -0.0899 -0.0386
H -9.14717 -0.06302 -4.51420 0.0041 -0.0192 0.0039
H -8.32420 1.34768 -5.17139 0.0381 0.0004 0.0040
H -8.72002 0.45419 -1.55829 -0.0362 0.0057 -0.0151
H -6.82697 -0.00260 -0.02826 0.0085 -0.0050 -0.0251
H -4.09165 0.27612 -3.32715 -0.2935 -0.0166 0.1690
H -5.99070 0.73919 -4.85206 -0.0276 -0.0353 0.1847
H -5.86603 -2.40492 -0.60284 0.0242 0.0959 -0.0345
H -6.63209 -4.64191 0.03950 0.0382 -0.0092 0.0015
H -4.99191 -6.43875 0.50921 0.0422 0.0998 -0.0258
H -2.63734 -7.16469 0.65468 0.0230 0.0595 -0.0129
H -0.21053 -6.60082 0.49775 -0.0826 0.0397 -0.0102
H 0.45350 -4.27948 -0.06357 -0.0288 0.0283 -0.0039
```
Positions in Å, forces in eV/Å.